[1]
# C16H29MnNO4

A molecular structure, C16H29MnNO4 at a distorted geometry (ωB97M-V with the def2-TZVPD basis set, the Open Molecules 2025 dataset).

```
51
Properties=species:S:1:pos:R:3:mulliken_charge:R:1
C -2.72724 -3.28448 3.30221 -1.93
C -2.52148 -1.82986 2.87287 0.66
C -2.86609 -0.93260 4.08043 -1.50
C -1.11238 -1.50491 2.30341 1.28
C -0.25092 -2.71457 2.02610 -2.03
C -1.28074 -0.68660 1.02851 -1.10
O -0.06202 -0.69380 0.31164 -0.44
C 0.05397 0.27785 -0.74656 1.99
C -1.32376 0.54908 -1.40515 0.61
O -2.00655 1.54211 -0.94612 -0.32
O -1.77582 -0.15758 -2.22350 -0.53
C 0.71250 1.52297 -0.15573 -2.28
C 1.33431 2.51710 -1.16010 2.01
C 2.79400 2.87667 -0.81567 -1.73
C 0.52576 3.82786 -1.09979 -1.99
N 1.24641 2.00295 -2.55916 0.49
O 0.19184 2.36098 -3.20084 -0.61
C 1.64936 0.58313 -2.77248 1.96
C 3.16041 0.41515 -2.71356 -2.07
C 1.21003 0.19485 -4.19367 -1.81
C 0.95908 -0.36832 -1.77651 -2.72
H -3.75851 -3.44491 3.57763 0.53
H -2.55226 -3.99779 2.47320 0.48
H -2.13328 -3.50487 4.20981 0.38
H -3.28898 -1.63797 2.13342 0.34
H -1.97636 -0.64649 4.62408 0.38
H -3.35075 -0.03510 3.71850 0.38
H -3.58318 -1.42033 4.72763 0.42
H -0.61000 -0.91850 3.06328 0.38
H -0.64090 -3.34680 1.22901 0.44
H -0.17481 -3.31251 2.94891 0.51
H 0.76074 -2.42165 1.79743 0.44
H -1.57896 0.31900 1.31531 0.43
H -2.06073 -1.16510 0.43976 0.32
H 0.00268 2.07600 0.45401 0.48
H 1.47465 1.17527 0.52837 0.49
H 3.17944 2.29629 0.01371 0.32
H 3.42854 2.73435 -1.67816 0.35
H 2.86298 3.92772 -0.57990 0.54
H 0.74583 4.27574 -0.13640 0.58
H -0.52939 3.60332 -1.10083 0.32
H 0.78946 4.48824 -1.90827 0.48
H 3.60527 1.14960 -3.37561 0.42
H 3.55918 0.57515 -1.71873 0.43
H 3.43581 -0.55630 -3.09805 0.47
H 1.72817 -0.71817 -4.46739 0.49
H 0.14576 0.04421 -4.23178 0.36
H 1.50855 0.95427 -4.89869 0.44
H 0.41883 -1.13265 -2.31712 0.44
H 1.71052 -0.88729 -1.19126 0.62
Mn -1.02897 -4.97069 3.29177 0.43
```

electronic energy	-58049.093	eV
Kohn-Sham gap (spin up / spin down)	4.65 / 6.21	eV
LUMO (spin up / spin down)	-5.74 / -5.28	eV
largest force on an atom	3.5	eV Å⁻¹
2S+1	7
total charge	+1



[2]
# C16H29N3O3S

A molecular structure, C16H29N3O3S at a distorted geometry (ωB97M-V with the def2-TZVPD basis set, the Open Molecules 2025 dataset).

```
52
Properties=species:S:1:pos:R:3:mulliken_charge:R:1
C 4.59396 -2.12046 -2.45996 -0.98
C 3.94995 -1.92384 -3.85953 -0.74
C 2.33012 -1.79569 -3.89301 -0.39
C 1.70842 -3.02222 -3.45092 -0.63
H 0.77942 -2.88600 -3.92086 0.48
H 2.29700 -4.04911 -3.76802 0.32
S 1.78666 -3.29165 -1.58161 -0.15
C 0.34542 -1.93610 -1.49474 0.39
N -0.25247 -1.25529 -2.38651 -0.37
N -1.05747 -0.43092 -1.58640 -0.53
C -1.11814 -0.89800 -0.36996 0.39
O -0.10851 -1.76621 -0.27866 -0.24
C -1.56279 0.05549 0.70922 -0.31
N -1.31050 1.22124 0.92768 0.26
C -0.33817 1.73542 1.70466 0.49
O 0.15831 0.85083 2.75581 -0.71
O 0.19337 2.99300 1.61893 -0.38
C 1.04837 3.56699 2.47867 1.90
C 2.17014 2.97163 2.47124 -1.77
H 2.70418 2.72054 1.49997 0.32
H 2.21210 1.93734 2.76742 0.40
H 3.02650 3.26462 3.08468 0.40
C 1.00224 4.92536 1.87507 -1.37
H 1.49199 4.77703 0.90637 0.41
H -0.11565 5.56043 1.63105 0.22
H 1.71610 5.66983 2.47510 0.32
C 0.54467 3.78637 3.85675 -1.71
H 0.12459 2.67283 4.28525 0.24
H 1.12964 4.18786 4.51565 0.63
H -0.55447 4.15847 3.90412 0.32
H -1.53013 1.86452 0.07218 0.37
H -1.39441 -0.53158 1.60150 0.39
C -3.24369 -0.16018 0.62151 -1.52
H -3.51784 0.69945 1.16274 0.49
H -3.35287 0.06942 -0.48332 0.40
C -4.03431 -1.56441 1.04770 0.34
C -5.43674 -1.24306 0.74637 -1.57
H -5.78792 -2.44457 1.37793 0.22
H -5.67304 -1.21427 -0.17772 0.49
H -5.79375 -0.73272 1.46304 0.60
C -3.25239 -2.65230 0.31198 -1.29
H -2.24990 -3.13131 0.44222 0.32
H -3.36856 -2.48423 -0.96258 0.19
H -3.77158 -3.52993 0.34016 0.54
H -3.65161 -1.73546 1.91481 0.62
H 2.17674 -0.85645 -3.31779 0.23
H 2.23920 -1.63730 -4.93005 0.29
H 4.36931 -2.80100 -4.40265 0.36
H 4.29969 -1.13892 -4.53932 0.41
H 4.26971 -3.15729 -2.09221 0.17
H 4.20138 -1.22381 -1.98273 0.26
H 5.60768 -2.07436 -2.63125 0.45
```

electronic energy	-38495.341	eV
ΔE to the lowest compared entry with this formula, charge and spin	16.090	eV
Kohn-Sham gap	9.69	eV
LUMO	0.57	eV
largest force on an atom	18.0	eV Å⁻¹
2S+1	1



[3]
# C16H29N3O5Se2SiTe2V

A molecular structure, C16H29N3O5Se2SiTe2V (ωB97M-V with the def2-TZVPD basis set, the Open Molecules 2025 dataset).

```
59
Properties=species:S:1:pos:R:3:mulliken_charge:R:1
V -0.61744 -2.38841 -1.24304 0.38
Se 0.23254 -2.48507 -3.54393 -0.18
Te 2.16708 -1.12586 -2.86153 -0.26
Te -2.00265 -1.22421 -3.87707 0.01
Se -2.80812 -2.78457 -2.05397 -0.38
C -2.74289 -0.34163 2.00788 -1.45
C -2.58689 0.97601 1.26074 1.62
C -3.35575 0.94726 -0.05463 -0.95
C -3.03943 2.14417 2.12396 -1.74
O -1.17727 1.19347 1.02917 0.06
Si -0.22288 0.76008 -0.20822 -1.54
O -0.62771 -0.80494 -0.64809 3.06
O -0.46009 1.55697 -1.58971 -0.53
C -0.10514 2.85800 -2.09231 1.72
C 1.26858 3.27937 -1.59042 -1.49
C -0.09434 2.70779 -3.60777 -1.51
C -1.17043 3.85322 -1.65019 -1.60
O 1.31092 0.84639 0.27028 0.39
C 1.99207 0.35484 1.44352 1.74
C 3.46869 0.36075 1.08253 -1.71
C 1.70703 1.29548 2.60537 -1.62
C 1.52392 -1.06181 1.75823 -1.28
H -3.78937 -0.50977 2.26348 0.52
H -2.15794 -0.32501 2.92826 0.29
H -2.40673 -1.17808 1.39288 0.03
H -4.42074 0.82872 0.14659 0.55
H -3.03421 0.11208 -0.68116 -0.11
H -3.20211 1.87571 -0.60395 0.16
H -4.09179 2.03593 2.38887 0.41
H -2.90802 3.08332 1.58533 0.36
H -2.44880 2.18505 3.03934 0.33
H 2.01720 2.53479 -1.86303 0.26
H 1.27685 3.38803 -0.50587 0.26
H 1.53656 4.23747 -2.03720 0.57
H 0.64090 1.95585 -3.89881 0.30
H 0.16129 3.65552 -4.08381 0.43
H -1.07751 2.39290 -3.96047 0.28
H -1.19893 3.92394 -0.56164 0.24
H -2.15093 3.53745 -2.00938 0.31
H -0.95808 4.84281 -2.05645 0.49
H 3.78531 1.37042 0.82004 0.36
H 3.64901 -0.29216 0.22817 0.28
H 4.06776 0.01212 1.92510 0.42
H 2.01863 2.30826 2.34558 0.36
H 2.25806 0.97898 3.49204 0.47
H 0.64234 1.30853 2.83465 0.13
H 1.71322 -1.71520 0.90278 0.12
H 0.45633 -1.07400 1.99173 0.10
H 2.06127 -1.45752 2.62034 0.59
N 2.46062 -4.20141 -0.76661 -0.15
C 1.29117 -4.52224 -0.20451 0.96
O 0.24157 -3.81446 -0.58679 -1.11
C 1.11592 -5.51964 0.73000 0.25
C 2.24157 -6.26742 1.15825 -0.25
N 3.19212 -6.81733 1.50641 -0.49
C -0.19065 -5.74244 1.25520 -0.06
N -1.26117 -5.89850 1.64807 -0.55
H 2.52240 -3.42777 -1.42038 -0.03
H 3.28713 -4.72228 -0.52388 0.19
```

electronic energy	-210622.177	eV
ΔE to the lowest compared entry with this formula, charge and spin	1.102	eV
Kohn-Sham gap (spin up / spin down)	5.94 / 6.14	eV
LUMO (spin up / spin down)	-2.06 / -1.82	eV
largest force on an atom	0.7	eV Å⁻¹
2S+1	2



[4]
# C16H29N3O6S

A single C16H29N3O6S molecule at a distorted geometry (ωB97M-V with the def2-TZVPD basis set, the Open Molecules 2025 dataset).

```
55
Properties=species:S:1:pos:R:3:mulliken_charge:R:1
C -7.98875 -2.30031 -0.11537 -0.68
O -7.46049 -1.24651 0.65307 -0.36
C -7.44090 0.00542 0.00188 -0.45
C -6.28534 0.13720 -0.99830 -0.80
N -5.02324 -0.06514 -0.32805 -0.07
C -4.05239 0.87774 -0.29718 -0.02
O -4.12796 1.91469 -0.91802 -0.70
C -2.85093 0.48420 0.55973 0.41
C -1.92670 1.68264 0.77502 -0.61
C -0.71861 1.26618 1.60958 -1.28
N -0.00538 0.14871 1.02215 0.19
S 1.06839 0.51912 -0.19843 1.33
O 0.50650 0.34117 -1.50354 -0.78
O 1.65149 1.78848 0.11613 -0.78
N 2.11808 -0.75925 0.05069 0.07
C 2.90467 -1.14329 -1.10247 -1.17
C 4.07793 -0.19290 -1.33441 -0.81
C 4.95414 -0.13992 -0.07198 0.99
C 4.09354 0.28675 1.12324 -0.87
C 2.89345 -0.64957 1.26671 -1.05
O 6.02211 0.77562 -0.21694 -0.47
C 7.18465 0.04020 -0.51865 -0.45
C 6.93565 -1.28659 0.20164 -0.38
O 5.53348 -1.42470 0.14553 -0.39
C -0.83783 -0.99724 0.72798 -1.17
C -2.05583 -0.63476 -0.12406 -0.64
H -8.99665 -2.05987 -0.47337 0.30
H -8.03760 -3.16411 0.54498 0.25
H -7.35666 -2.54282 -0.97650 0.28
H -8.39625 0.19063 -0.50776 0.37
H -7.31345 0.74139 0.79995 0.31
H -6.26922 1.14102 -1.42686 0.38
H -6.39702 -0.59239 -1.80814 0.32
H -4.98233 -0.85888 0.29259 0.35
H -3.21706 0.12567 1.53056 0.31
H -1.58773 2.04641 -0.19597 0.23
H -2.46547 2.49029 1.27196 0.51
H -1.03301 0.96473 2.61546 0.42
H -0.00241 2.08366 1.68767 0.51
H 3.28055 -2.15581 -0.92778 0.47
H 2.23106 -1.13909 -1.95935 0.50
H 4.67490 -0.53344 -2.18142 0.49
H 3.70653 0.81264 -1.53414 0.29
H 4.69940 0.26159 2.02963 0.47
H 3.75152 1.30550 0.94624 0.28
H 3.24224 -1.65407 1.52558 0.51
H 2.21523 -0.28601 2.03897 0.46
H 8.04542 0.59275 -0.14410 0.35
H 7.28047 -0.11093 -1.60256 0.26
H 7.39157 -2.14681 -0.29010 0.29
H 7.26945 -1.23572 1.24680 0.25
H -1.15679 -1.42947 1.68327 0.55
H -0.20188 -1.71343 0.20703 0.44
H -2.67360 -1.52258 -0.27116 0.49
H -1.70529 -0.28471 -1.09564 0.26
```

SMILES	COCCNC(=O)C1CCN(S(=O)(=O)N2CCC3(CC2)OCCO3)CC1
electronic energy	-44652.957	eV
ΔE to the lowest compared entry with this formula, charge and spin	0.000	eV
Kohn-Sham gap	9.93	eV
LUMO	0.68	eV
largest force on an atom	1.1	eV Å⁻¹
2S+1	1